Molecular formula: C31H90HfN7O15S
Method: DFT, ωB97M-V with the def2-TZVPD basis set

Geometry as XYZ:
```
145
C31H90HfN7O15S (ωB97M-V with the def2-TZVPD basis set)
O -4.0580 25.4841 37.8122
H -2.2961 37.0949 36.6106
H 2.6446 36.5591 35.0036
H -5.5284 33.0374 41.9885
H 2.9040 31.9862 34.7196
C -1.3650 31.1334 32.1885
H 1.0844 36.7643 34.2702
H -4.5412 26.2852 35.3760
H 3.3360 36.1974 30.8232
C -0.1412 31.1976 36.7827
C -1.2706 30.3722 37.2914
H -1.8604 30.9746 31.2306
C -4.1132 35.1010 43.4010
H 3.9077 31.1248 33.9830
H 0.4827 31.8023 38.7954
C -0.5503 29.2032 41.1141
H -3.7080 33.1314 38.9553
H 1.8797 35.6009 40.7574
H -3.3333 35.8591 43.3278
H -0.1014 35.7514 41.8048
O 2.9716 27.2347 39.8654
H -2.8448 32.9173 33.9547
H -4.3515 25.4190 39.8221
H -3.2244 24.2027 39.2656
H -0.9266 26.0760 40.1284
H -3.1530 35.3799 41.0680
C -0.3370 36.1173 38.3212
H -4.9472 24.0490 38.9223
C -0.2014 30.2762 32.1489
H -0.2521 34.5200 39.7200
H 0.8894 33.0374 37.6908
H -1.2910 36.5532 40.8902
H -0.6740 31.7345 35.9978
H 3.0592 32.5548 39.9456
H -2.0834 32.9698 39.6573
H -2.1564 30.8537 32.8838
O -1.7462 36.0370 38.2732
C 2.2660 36.0497 30.6767
O 3.3134 31.1210 34.7334
H 3.5619 31.9705 37.8978
H -4.2282 28.8231 37.1680
C -4.1209 24.7568 38.9875
H 0.1607 29.5036 40.3446
H -5.3828 30.7652 35.1057
H -0.9512 29.8105 38.1693
C -0.0743 29.6792 42.5465
H 1.8896 30.1733 31.7243
H 1.9873 33.8532 32.3367
N 2.4474 33.7846 34.9878
C -0.2572 31.2024 42.6978
H -2.9557 27.6703 36.6113
H 0.0644 35.4101 37.5953
H -0.4049 29.3993 31.5344
O 1.5469 35.8570 31.8855
H 3.1884 34.9764 32.7546
O -4.5681 32.9010 32.1048
C -0.9591 27.1466 39.9265
S 3.3418 28.5975 39.4626
H -6.6286 28.0635 36.2630
H -4.7905 35.2167 44.2472
N -6.1952 27.4901 35.5534
C -4.0422 34.7505 41.0335
C 1.6479 36.1214 34.9465
C -3.4145 32.5166 34.7932
H -5.9292 25.1893 37.0439
N 0.1067 29.8395 33.5224
H -1.6238 29.7962 36.4361
H -5.2641 33.6499 34.5859
N -4.9838 32.5005 41.3288
N 1.6151 35.6562 39.7843
H 0.1489 37.0813 38.1705
H -5.9527 33.0614 30.5890
C -3.1315 32.6920 39.7693
C -5.2302 25.9918 37.2794
H 0.6583 34.3850 34.2478
H -5.1953 31.4628 30.6722
H 1.9933 29.8204 42.0762
H -6.5844 31.7597 35.1737
H 0.3605 37.2586 41.1373
H 1.1246 36.1294 35.9027
H -0.2647 27.5256 39.1767
C -4.9136 32.6200 34.5176
C 2.1064 34.8454 32.7719
H -3.6267 34.1439 43.5892
H -5.7452 26.5619 38.0526
H -4.2732 32.7343 30.0136
Hf 3.0837 29.3465 36.4387
O -0.6680 27.7827 41.2107
H 1.8630 36.6239 39.6352
H 0.1356 31.5277 43.6611
H -4.5354 35.0266 40.1016
C -3.9496 28.0768 36.4241
C -5.0193 32.5329 30.7823
H 4.8315 31.4572 37.2524
H 2.2065 34.0595 35.9293
H 3.4306 34.0103 34.9389
C 1.1022 30.9228 31.6447
H -5.0938 31.1451 33.0391
H 2.2058 35.2139 29.9796
C 1.6834 34.7537 34.2136
H -1.3334 31.3658 42.6418
H -2.1265 30.9892 37.5650
H 1.6912 36.7734 30.0988
H 0.6127 29.7789 29.1954
H -6.8812 26.7517 35.6177
O 2.2981 29.1715 38.5924
N -5.6067 31.6988 35.4194
C -2.2690 36.0749 36.9939
O 3.0798 33.1708 39.2132
H -0.7239 29.3512 33.8255
H -2.0081 27.3735 39.7360
O 0.9609 31.5185 30.3174
C 1.1583 30.7224 29.1800
H -0.7685 32.8813 37.9406
H 1.4503 28.3761 42.5219
C -3.7306 33.2258 41.0688
O -4.8438 35.1630 42.1026
H -2.9925 32.8663 41.7857
H -3.2369 35.5741 37.0125
C -4.9896 26.9638 36.1016
H -3.2770 33.2406 35.5963
O 4.2468 28.5839 38.3259
C -5.3387 32.2059 33.0913
H 0.9539 31.2556 28.2515
H -3.2081 31.6163 39.6109
H 0.2112 31.7775 41.8992
C 0.1342 32.2738 37.8766
H -6.3925 32.3533 32.8547
H -1.5064 29.6903 40.9224
C 0.1452 35.5339 39.6734
H 1.4189 31.7287 32.3068
H -5.5400 32.6494 40.4990
O 0.9783 30.5004 36.3142
H 2.2300 30.5240 29.1938
H 0.0640 30.6831 34.0762
C -0.2179 36.3631 40.9101
H -0.6498 29.1465 43.3035
O 3.7833 29.4939 40.5178
O 3.8953 31.2741 37.3322
H 2.4719 33.8653 39.4666
N 1.3909 29.3597 42.7433
H -3.8291 28.7415 35.5686
H -1.0465 32.1316 32.4888
H -1.6779 35.5750 36.2266
H -3.1231 31.5028 35.0679
```

As for the largest force on an atom: 0.19943 Eh/bohr. The total charge is +1. As for the energy relative to the best compared isomer or geometry (same formula, charge and spin): 68.75 kcal per mole.

Mulliken population analysis, charges in e, atoms 1 to 8:
1. O -0.293
2. H 0.332
3. H 0.404
4. H 0.335
5. H 0.458
6. C -0.939
7. H 0.447
8. H 0.220